Formula: C60H56ClF2NO18S
Source: the Open Molecules 2025 dataset
Level of theory: ωB97M-V/def2-TZVPD

Summary:
- largest force on an atom (eV Å⁻¹) = 3.9
- HOMO-LUMO gap (eV) = 7.6
- structure (SMILES) = CCCOc1c(C[C@H](C)F)cc2c(c1[C@H](Cl)CC)C(=O)c1c(CCCC(=O)O)cc(S(=O)(=O)F)c(C[C@@H](O)CN)c1C2=O.O=C1C=CC(=O)C=C1.O=C1C=CC(=O)C=C1.O=C1C=CC(=O)C=C1.O=C1C=CC(=O)C=C1.O=C1C=CC(=O)C=C1
- LUMO energy (eV) = -1.81
- energy (Eh) = -4786.904345

Geometry as ORCA input:
```
! RIJCOSX wB97M-V def2-TZVPD def2/J DEFGRID3
* xyz 0 1
C 2.05184 4.71925 2.25610
C 0.77714 4.19739 1.50021
C -0.47326 4.86187 2.10764
O -1.75305 4.41137 1.62779
C -1.70770 3.62957 0.50435
C -1.53156 4.27207 -0.72617
C -1.40759 5.79837 -0.75734
C -1.74895 6.42152 -2.13178
C -0.49255 6.49068 -3.04612
F -2.09225 7.76309 -1.88190
C -1.43125 3.53661 -1.90550
C -1.51388 2.15356 -1.80436
C -1.73762 1.53043 -0.58802
C -1.84180 2.24535 0.59497
C -2.08640 1.44145 1.86141
Cl -3.87830 1.21791 2.08040
C -1.41655 1.94550 3.13649
C -1.40553 0.83806 4.22164
C -1.82030 0.02001 -0.63306
O -2.66035 -0.62350 -0.05202
C -0.75752 -0.61414 -1.51712
C -0.07463 -1.71852 -1.05577
C -0.33350 -2.34721 0.31503
C 0.42103 -1.49538 1.40215
C 1.66489 -2.23280 2.00544
C 2.82771 -1.29364 2.32425
O 3.80146 -1.22976 1.61653
O 2.83041 -0.51126 3.45255
C 0.90045 -2.24658 -1.89647
C 1.15610 -1.64574 -3.11480
S 2.48298 -2.41700 -4.04738
O 3.41154 -1.40206 -4.42055
O 3.09994 -3.38280 -3.20223
F 1.88025 -3.19425 -5.26940
C 0.47605 -0.51044 -3.59209
C 0.78793 0.17807 -4.92260
C 0.14649 -0.48657 -6.17464
O -1.05810 0.20374 -6.53810
C 1.12280 -0.25515 -7.36497
N 2.32281 -1.11751 -7.26681
C -0.51204 0.00520 -2.74793
C -1.35397 1.26023 -3.03483
O -1.86136 1.50888 -4.09892
H 2.52205 3.87618 2.78455
H 1.80670 5.47774 3.01125
H 2.81221 5.08467 1.55399
H 0.91280 4.53322 0.46202
H 0.79362 3.10465 1.55043
H -0.37854 5.94412 1.90251
H -0.39129 4.76771 3.20358
H -1.93633 6.27988 0.07238
H -0.32782 5.99447 -0.61179
H -2.57529 5.88343 -2.61405
H -0.17511 7.52843 -3.20626
H 0.35150 5.94095 -2.61676
H -0.75048 6.09563 -4.04137
H -1.28532 3.98125 -2.88703
H -1.69907 0.42529 1.70080
H -0.36982 2.24519 2.99665
H -1.94671 2.84580 3.47719
H -1.05888 1.27672 5.16749
H -0.60602 0.14264 3.92244
H -2.37309 0.33515 4.32248
H -1.39682 -2.34445 0.57141
H 0.00011 -3.39257 0.31860
H 0.70613 -0.50895 1.00231
H -0.24244 -1.27770 2.25780
H 1.98567 -3.01963 1.31552
H 1.35176 -2.73026 2.93919
H 1.95219 -0.47679 3.86727
H 1.48063 -3.12361 -1.60983
H 0.47830 1.23019 -4.87502
H 1.88002 0.14531 -5.05012
H -0.08558 -1.55134 -6.03153
H -1.71864 -0.46762 -6.73458
H 0.62023 -0.33855 -8.33492
H 1.45594 0.79118 -7.25341
H 3.07887 -0.52743 -6.93907
H 2.56654 -1.47786 -8.18138
C 3.11216 6.61785 -6.32382
C 3.44102 6.27326 -7.56572
C 3.06408 4.95139 -8.12163
O 3.36403 4.63461 -9.25202
C 2.30560 4.03055 -7.24007
C 1.97707 4.37498 -5.99790
C 2.35425 5.69649 -5.44298
O 2.05441 6.01644 -4.31173
H 3.37854 7.57771 -5.89989
H 3.99328 6.93275 -8.22292
H 2.03887 3.07239 -7.66403
H 1.42414 3.71517 -5.34046
C -0.56361 -4.69939 3.98463
C -0.04390 -3.54820 4.40084
C -0.80580 -2.62773 5.27415
O -0.32333 -1.57699 5.64170
C -2.17424 -3.03810 5.67330
C -2.69763 -4.19050 5.26000
C -1.93249 -5.11263 4.38268
O -2.40643 -6.16249 4.00604
H -0.01805 -5.38055 3.34361
H 0.95363 -3.22940 4.12202
H -2.71583 -2.35187 6.31225
H -3.69454 -4.50712 5.53944
C 3.73175 -0.46055 8.61036
C 2.77720 -0.50758 7.68463
C 3.06170 -0.16353 6.27162
O 2.18925 -0.20550 5.42970
C 4.44800 0.23308 5.92588
C 5.40283 0.28030 6.85151
C 5.12002 -0.06361 8.26680
O 5.98903 -0.02303 9.11052
H 3.54473 -0.70718 9.64775
H 1.75878 -0.79523 7.91459
H 4.63393 0.47883 4.88729
H 6.42038 0.56788 6.61951
C 1.02760 -9.42779 -0.04086
C 0.72951 -8.15146 0.18675
C 1.26060 -7.43857 1.37156
O 0.98629 -6.27301 1.58019
C 2.13738 -8.19804 2.29351
C 2.43647 -9.47425 2.06740
C 1.90537 -10.19016 0.88096
O 2.17856 -11.35159 0.67306
H 0.64895 -9.96627 -0.90010
H 0.09150 -7.57907 -0.47449
H 2.51549 -7.65845 3.15269
H 3.07439 -10.04566 2.72946
C -8.17800 -2.30998 -0.32979
C -8.62148 -1.06288 -0.46376
C -7.71141 0.09875 -0.30405
O -8.11688 1.23536 -0.42420
C -6.29005 -0.18465 0.00863
C -5.84652 -1.43197 0.14256
C -6.75506 -2.59225 -0.01676
O -6.35227 -3.73055 0.10302
H -8.82605 -3.17013 -0.44176
H -9.65547 -0.83732 -0.69254
H -5.63958 0.67319 0.12098
H -4.81206 -1.65463 0.37107
*
```